No. 1
{
  "formula": "C4H8NOS",
  "method": "ωB97M-V/def2-TZVPD",
  "e_lumo_ev": -4.89,
  "homo_energy_ha": -0.503,
  "e_above_lowest_kj_mol": 97.0,
  "orbital_gap_ev": 8.8,
  "max_force_ha_per_bohr": 0.0145,
  "e_tot_ev": -18642.2426,
  "charge": 1,
  "species": ["C", "C", "C", "C", "N", "O", "S", "H", "H", "H", "H", "H", "H", "H", "H"],
  "xyz": [[0.99532, 0.47089, 0.80085], [0.09528, 0.64763, -0.16676], [0.52842, -2.04688, 0.39687], [-0.63271, 1.92797, -0.39635], [-0.22510, -0.46921, -1.00196], [-0.56757, -2.10856, 1.06960], [1.88948, -1.07732, 0.77604], [1.34475, 1.24475, 1.45850], [0.69589, -2.91372, -0.23779], [-0.75728, 2.10495, -1.46382], [-0.09850, 2.76425, 0.04091], [-1.62539, 1.87493, 0.05344], [-1.21921, -0.56838, -1.18473], [0.27215, -0.43486, -1.88981], [-0.69554, -1.41644, 1.74501]],
  "forces_ev_per_angstrom": [[0.133, -0.415, -0.453], [-0.066, 0.214, 0.228], [-0.235, 0.454, -0.106], [-0.054, 0.031, 0.018], [0.373, -0.646, 0.030], [-0.348, -0.375, 0.185], [0.110, 0.203, 0.197], [0.044, 0.116, 0.144], [-0.099, 0.066, -0.026], [0.005, 0.036, -0.021], [-0.010, 0.096, 0.075], [-0.087, 0.047, -0.050], [-0.005, 0.050, -0.009], [-0.071, 0.086, -0.048], [0.310, 0.037, -0.164]]
}

---

No. 2
{
  "formula": "C4H8NPS3",
  "method": "ωB97M-V/def2-TZVPD",
  "e_lumo_ev": 0.24,
  "homo_energy_ha": -0.330,
  "e_above_lowest_kj_mol": 18.7,
  "orbital_gap_ev": 9.2,
  "max_force_ha_per_bohr": 0.1097,
  "smiles": "CP(C)(=S)SCSC#N",
  "e_tot_ev": -47562.0313,
  "charge": 0,
  "species": ["C", "P", "C", "S", "S", "C", "S", "C", "N", "H", "H", "H", "H", "H", "H", "H", "H"],
  "xyz": [[-2.59119, 0.03215, 0.84937], [-0.92745, 0.28063, 0.07194], [-0.59546, -0.64070, -1.46827], [-0.45795, 2.12877, -0.05596], [0.26649, -0.80400, 1.46999], [1.91837, 0.06701, 1.36192], [3.00414, -0.64739, 0.14397], [2.64437, 0.33747, -1.20552], [2.65822, 0.90485, -2.22555], [-3.19944, 0.52288, 0.05946], [-2.89858, -1.00681, 0.74429], [-2.62723, 0.23282, 1.83827], [0.36459, -1.26309, -1.25627], [-1.42800, -1.37170, -1.71254], [-0.40826, 0.26156, -2.19509], [2.44789, -0.19831, 2.35809], [1.82948, 1.16386, 1.22188]],
  "forces_ev_per_angstrom": [[0.570, -1.816, -5.311], [0.288, -0.576, 1.353], [0.515, 0.020, -0.524], [0.150, 0.764, -0.103], [0.706, 0.585, 0.494], [-0.248, -0.594, 1.817], [0.176, 0.270, -0.790], [0.726, 0.456, -1.412], [-0.353, -0.767, 1.523], [-0.211, 0.412, 1.293], [0.215, -0.397, -0.005], [-0.206, 1.609, 2.873], [-1.676, 1.251, -0.659], [0.948, 1.078, -0.087], [-0.415, -2.261, 0.858], [-1.029, 0.671, -1.536], [-0.155, -0.705, 0.214]]
}

---

No. 3
{
  "formula": "C4H8NS",
  "method": "ωB97M-V/def2-TZVPD",
  "e_lumo_ev": [-4.59, -4.59],
  "homo_energy_ha": [-0.504, -0.504],
  "e_above_lowest_kj_mol": 438.7,
  "orbital_gap_ev": [9.1, 9.1],
  "max_force_ha_per_bohr": 0.2293,
  "smiles": "C[NH+](C)C#CS",
  "e_tot_ev": -16590.8601,
  "charge": 1,
  "species": ["C", "N", "C", "C", "C", "S", "H", "H", "H", "H", "H", "H", "H", "H"],
  "xyz": [[0.91824, -1.50624, 0.11069], [0.53517, -0.08265, 0.53749], [1.03710, 0.89715, -0.36114], [-0.75438, 0.17711, 0.83829], [-1.90826, 0.26793, 0.02116], [-3.62000, 0.10994, -0.28463], [1.21545, -1.99366, 1.03631], [0.00030, -1.91417, -0.40120], [1.74736, -1.61719, -0.49211], [1.13736, 0.17570, 1.37453], [2.10333, 1.07218, -0.47839], [0.61289, 0.95720, -1.43164], [0.80724, 1.94382, 0.01329], [-3.83180, 1.51288, -0.48264]],
  "forces_ev_per_angstrom": [[-3.102, -0.703, 1.528], [4.948, -0.543, 0.642], [0.207, 5.546, -3.907], [-10.860, 0.383, -4.582], [4.881, -0.933, 5.119], [2.226, 2.102, 0.223], [-0.710, -0.460, 0.009], [1.112, 0.189, 0.828], [1.747, 0.870, -1.621], [-0.964, -0.969, -0.554], [0.443, -1.422, 0.390], [0.236, -0.991, 1.827], [-0.397, -1.307, -0.025], [0.234, -1.761, 0.123]]
}

---

No. 4
{
  "formula": "C4H8NS",
  "method": "ωB97M-V/def2-TZVPD",
  "e_lumo_ev": -4.19,
  "homo_energy_ha": -0.557,
  "e_above_lowest_kj_mol": 197.2,
  "orbital_gap_ev": 11.0,
  "max_force_ha_per_bohr": 0.0740,
  "e_tot_ev": -16593.3626,
  "charge": 1,
  "species": ["C", "C", "C", "C", "N", "S", "H", "H", "H", "H", "H", "H", "H", "H"],
  "xyz": [[0.74301, -2.47564, 0.88265], [-0.62769, 1.42009, -0.40623], [-0.95083, -0.08410, -0.15453], [0.70523, 1.38886, 0.36614], [1.11027, -1.30990, 1.08091], [0.08810, -0.03530, 1.36420], [-0.28641, -2.80996, 0.98987], [1.49823, -3.31569, 0.69422], [-0.39678, 1.74284, -1.49330], [-1.40453, 2.22295, -0.12047], [-1.98955, -0.25051, 0.08271], [-0.38637, -0.80699, -0.80173], [1.69968, 1.15866, -0.21965], [0.83593, 2.20628, 0.93041]],
  "forces_ev_per_angstrom": [[-0.015, -3.031, 0.231], [0.368, 1.216, -2.614], [-0.024, 1.015, 0.068], [0.978, -2.473, -2.325], [1.969, 1.830, 0.196], [-0.223, -0.309, -0.664], [-0.268, -0.043, -0.282], [-0.857, 1.504, 0.204], [-0.576, -1.006, 1.497], [1.214, -1.669, 0.304], [-0.191, -0.718, -0.353], [-1.064, 0.763, 0.300], [-2.186, 0.089, 1.056], [0.875, 2.833, 2.383]]
}

---

No. 5
{
  "formula": "C4H8NS2",
  "method": "ωB97M-V/def2-TZVPD",
  "e_lumo_ev": -5.57,
  "homo_energy_ha": -0.480,
  "e_above_lowest_kj_mol": 142.9,
  "orbital_gap_ev": 7.5,
  "max_force_ha_per_bohr": 0.0790,
  "e_tot_ev": -27429.5486,
  "charge": 1,
  "species": ["C", "C", "C", "C", "N", "S", "S", "H", "H", "H", "H", "H", "H", "H", "H"],
  "xyz": [[-1.11549, -0.12550, 0.78995], [-1.54425, -0.06371, -0.45903], [0.29009, 0.40394, 1.09388], [1.47258, -0.17837, 0.24934], [-0.62648, 0.35313, -1.39008], [2.80954, 0.94824, -0.14826], [1.67376, -1.84065, -0.14939], [-1.67446, -0.67450, 1.52962], [-2.59057, -0.23835, -0.67437], [0.26759, 1.41921, 0.89248], [0.66294, 0.34926, 2.12621], [-0.89541, 0.21132, -2.38843], [-0.28920, 1.32791, -1.43566], [3.55911, 0.14647, -0.83770], [0.43097, -2.08344, 0.34851]],
  "forces_ev_per_angstrom": [[1.161, -1.013, 1.132], [-0.189, 0.602, 0.880], [0.685, -2.213, -0.369], [1.191, 0.304, -0.562], [0.573, 1.138, -3.856], [-2.696, -0.114, 1.352], [-0.927, 1.616, 0.796], [-0.214, 0.547, 0.387], [0.145, -0.513, -0.466], [0.226, 2.254, -0.489], [-0.453, -0.411, -0.004], [-0.004, -0.247, 1.222], [-0.384, -0.515, 0.878], [0.703, -1.088, -0.652], [0.182, -0.347, -0.249]]
}

---

No. 6
{
  "formula": "C4H8O",
  "method": "ωB97M-V/def2-TZVPD",
  "e_lumo_ev": 1.01,
  "homo_energy_ha": -0.288,
  "e_above_lowest_kj_mol": 280.9,
  "orbital_gap_ev": 8.9,
  "max_force_ha_per_bohr": 0.0370,
  "smiles": "C[C@H]1C[C@H]1O",
  "e_tot_ev": -6322.2569,
  "charge": 0,
  "species": ["C", "C", "C", "C", "O", "H", "H", "H", "H", "H", "H", "H", "H"],
  "xyz": [[-1.36160, -0.57695, -0.34649], [-0.35009, 0.50886, -0.48773], [0.38419, 1.10270, 0.63802], [1.24852, 0.08682, -0.01153], [1.30403, -1.10053, 0.71923], [-0.94090, -1.36604, 0.28709], [-1.61854, -1.02010, -1.31737], [-2.27609, -0.19960, 0.11483], [-0.41891, 1.14674, -1.37814], [0.03473, 0.75595, 1.60884], [0.66440, 2.14879, 0.61162], [1.15887, 0.02337, -1.10168], [1.96537, -1.68086, 0.32733]],
  "forces_ev_per_angstrom": [[-0.189, -0.045, 0.174], [-0.578, 0.182, 0.363], [-0.185, 0.336, 0.124], [-1.094, -0.062, -0.572], [0.009, -0.279, -0.262], [-0.205, 0.054, -0.020], [0.063, 0.140, 0.197], [-0.118, -0.171, 0.014], [0.276, -0.477, 0.180], [0.263, 0.106, -0.030], [-0.044, 0.011, 0.039], [1.894, 0.058, -0.191], [-0.091, 0.147, -0.015]]
}

---

No. 7
{
  "formula": "C4H8O",
  "method": "ωB97M-V/def2-TZVPD",
  "e_lumo_ev": 1.06,
  "homo_energy_ha": -0.360,
  "e_above_lowest_kj_mol": 28.5,
  "orbital_gap_ev": 10.9,
  "max_force_ha_per_bohr": 0.0114,
  "smiles": "CC(C)C=O",
  "e_tot_ev": -6324.8727,
  "charge": 0,
  "species": ["C", "C", "C", "C", "O", "H", "H", "H", "H", "H", "H", "H", "H"],
  "xyz": [[0.07240, -0.90031, -1.06691], [0.06438, 0.37604, -0.21613], [0.94193, 0.23079, 1.02633], [-1.37070, 0.65702, 0.19548], [-1.97317, -0.02795, 0.98888], [1.09938, -1.18758, -1.31596], [-0.40281, -1.71561, -0.51033], [-0.47366, -0.76254, -2.00660], [0.42178, 1.21694, -0.82411], [1.00953, 1.17482, 1.57570], [1.95784, -0.06889, 0.74998], [0.51262, -0.52219, 1.69309], [-1.85953, 1.52945, -0.28942]],
  "forces_ev_per_angstrom": [[-0.023, -0.076, -0.061], [0.041, 0.031, -0.040], [0.033, -0.002, 0.091], [-0.101, -0.189, 0.207], [0.235, 0.383, -0.379], [-0.150, 0.040, 0.058], [0.132, 0.096, -0.096], [0.042, -0.029, 0.138], [-0.084, -0.101, 0.078], [-0.028, -0.110, -0.031], [-0.152, 0.007, 0.021], [0.114, 0.061, -0.071], [-0.059, -0.111, 0.084]]
}

---

No. 8
{
  "formula": "C4H8O",
  "method": "ωB97M-V/def2-TZVPD",
  "e_lumo_ev": 0.73,
  "homo_energy_ha": -0.307,
  "e_above_lowest_kj_mol": 455.3,
  "orbital_gap_ev": 9.1,
  "max_force_ha_per_bohr": 0.0575,
  "smiles": "OC1=CC1.C",
  "e_tot_ev": -6320.4490,
  "charge": 0,
  "species": ["O", "C", "C", "C", "H", "H", "H", "H", "C", "H", "H", "H", "H"],
  "xyz": [[-0.70676, 0.07530, -1.48879], [0.29199, 0.16998, -0.62426], [1.16951, 0.86020, 0.08007], [1.62616, -0.33001, -0.69557], [-1.15548, 0.92388, -1.38443], [1.54102, 1.85572, 0.13250], [1.97273, -1.19819, -0.16138], [2.00701, -0.16615, -1.69959], [-1.35618, -0.47094, 1.12269], [-1.25383, -0.68628, 2.17760], [-1.57798, -1.39389, 0.54957], [-2.18042, 0.22873, 0.95530], [-0.37777, 0.13166, 1.03630]],
  "forces_ev_per_angstrom": [[-0.325, 0.744, 0.786], [1.716, 0.825, -0.989], [-0.273, 0.739, -1.250], [0.821, -1.088, -0.328], [-0.638, -0.052, -0.409], [-0.120, 0.572, 0.430], [0.105, -0.420, -0.014], [0.743, -0.344, -0.135], [0.289, 0.751, 1.139], [-0.768, -0.444, 0.493], [0.812, 0.668, 0.227], [-0.060, -0.104, 0.219], [-2.302, -1.848, -0.170]]
}

---

No. 9
{
  "formula": "C4H8O",
  "method": "ωB97M-V/def2-TZVPD",
  "e_lumo_ev": [-1.07, -0.88],
  "homo_energy_ha": [-0.299, -0.306],
  "e_above_lowest_kj_mol": 354.3,
  "orbital_gap_ev": [7.1, 7.5],
  "max_force_ha_per_bohr": 0.0073,
  "e_tot_ev": -6321.4959,
  "charge": 0,
  "species": ["C", "C", "C", "C", "O", "H", "H", "H", "H", "H", "H", "H", "H"],
  "xyz": [[-1.18640, 0.99398, 0.71054], [0.23066, -0.17376, -0.78408], [0.74251, -1.53356, -0.61854], [0.40965, 0.74559, 0.31390], [1.10451, 0.41466, 1.33602], [-1.60376, 0.08343, 1.14405], [-1.07771, 1.74020, 1.50265], [-1.83085, 1.38161, -0.08209], [-0.19099, 0.16394, -1.73029], [1.83916, -1.47408, -0.73696], [0.34621, -2.26832, -1.32001], [0.62782, -1.81909, 0.43741], [0.58917, 1.74539, -0.17260]],
  "forces_ev_per_angstrom": [[-0.252, 0.000, -0.001], [0.171, -0.049, 0.226], [-0.159, 0.000, -0.056], [-0.047, 0.002, -0.372], [0.117, 0.004, 0.153], [0.150, 0.059, -0.123], [0.064, -0.185, -0.207], [0.158, -0.079, 0.013], [-0.172, -0.016, 0.236], [-0.108, 0.070, 0.059], [0.033, 0.103, 0.075], [-0.004, 0.061, -0.125], [0.048, 0.029, 0.121]]
}